[1]
Entry from OMol25: a structure of composition C46H51CoN3O5STe at a distorted geometry (ωB97M-V/def2-TZVPD).

Summary:
net charge	-1
orbital gap (spin up / spin down)	0.24852 / 0.24835	Ha
DFT total energy	-4373.05118	hartree

Element x y z (Å)
Co  0.17  -0.03  0.07
C  5.54  -0.06  -1.32
C  5.40  0.48  0.10
N  4.50  1.62  0.20
C  5.07  2.96  0.08
C  4.95  3.55  -1.33
C  3.15  1.46  0.25
S  2.56  -0.15  0.34
N  2.47  2.61  0.25
C  1.15  2.72  0.31
O  0.29  1.83  0.37
C  0.65  4.14  0.26
C  1.50  5.22  0.49
C  1.01  6.51  0.42
C  -0.33  6.74  0.12
C  -1.17  5.67  -0.11
C  -0.69  4.37  -0.05
H  6.13  -0.98  -1.31
H  6.02  0.67  -1.97
H  4.55  -0.30  -1.72
H  6.38  0.80  0.47
H  5.03  -0.31  0.76
H  6.12  2.88  0.36
H  4.57  3.62  0.78
H  5.49  2.94  -2.06
H  5.37  4.56  -1.35
H  3.90  3.59  -1.61
H  2.53  5.02  0.73
H  1.67  7.35  0.59
H  -0.71  7.75  0.07
H  -2.22  5.84  -0.35
H  -1.33  3.53  -0.24
O  -2.08  0.11  -0.02
C  -2.71  -0.01  1.27
C  -1.56  -0.23  2.34
O  -1.90  -0.21  3.51
O  -0.39  -0.42  1.88
C  -3.42  1.29  1.59
C  -4.79  1.44  1.38
C  -5.40  2.67  1.57
C  -4.66  3.76  1.98
C  -3.29  3.62  2.19
C  -2.68  2.40  1.99
C  -3.60  -1.24  1.30
C  -4.30  -1.57  2.46
C  -5.02  -2.75  2.53
C  -5.05  -3.62  1.45
C  -4.39  -3.28  0.28
C  -3.67  -2.09  0.21
H  -2.57  0.74  -0.56
H  -5.38  0.59  1.06
H  -6.47  2.77  1.39
H  -5.14  4.72  2.14
H  -2.70  4.47  2.50
H  -1.61  2.29  2.15
H  -4.24  -0.91  3.31
H  -5.54  -3.00  3.45
H  -5.59  -4.55  1.51
H  -4.41  -3.95  -0.57
H  -3.15  -1.83  -0.70
C  -0.62  -1.82  -3.09
C  -0.08  -1.14  -1.86
O  0.21  0.13  -1.89
N  0.10  -1.71  -0.71
Te  -0.81  -3.90  -0.14
C  -1.54  -6.03  0.04
C  -2.22  -6.65  -1.01
C  -2.41  -6.00  -2.36
C  -2.76  -7.93  -0.84
C  -2.66  -8.61  0.36
C  -3.25  -9.99  0.53
C  -2.01  -7.98  1.41
C  -1.46  -6.71  1.27
C  -0.80  -6.08  2.47
C  1.21  -4.52  0.16
C  1.90  -4.12  1.31
C  1.34  -3.17  2.34
C  3.19  -4.60  1.52
C  3.83  -5.44  0.63
C  5.23  -5.94  0.87
C  3.14  -5.79  -0.53
C  1.85  -5.35  -0.78
C  1.18  -5.76  -2.06
H  -0.55  -1.13  -3.93
H  -1.67  -2.08  -2.92
H  -0.08  -2.74  -3.31
H  -1.93  -5.03  -2.40
H  -3.48  -5.87  -2.57
H  -2.00  -6.63  -3.16
H  -3.29  -8.39  -1.68
H  -3.74  -10.32  -0.39
H  -3.99  -10.00  1.33
H  -2.48  -10.71  0.79
H  -1.94  -8.49  2.37
H  -0.97  -6.68  3.37
H  -1.20  -5.08  2.64
H  0.28  -5.99  2.32
H  0.31  -2.91  2.15
H  1.91  -2.24  2.33
H  1.42  -3.61  3.34
H  3.72  -4.30  2.43
H  5.59  -5.61  1.84
H  5.91  -5.56  0.10
H  5.26  -7.03  0.83
H  3.63  -6.44  -1.26
H  1.88  -6.29  -2.71
H  0.82  -4.87  -2.59
H  0.32  -6.40  -1.86

Results of the Löwdin charge analysis, in e, for atoms 1 through 8: number 1, Co, carries 0.43; number 2, C, carries -0.08; number 3, C, carries -0.26; number 4, N, carries -0.14; number 5, C, carries -0.21; number 6, C, carries -0.07; number 7, C, carries -0.65; number 8, S, carries 0.90

***

[2]
Entry from OMol25: a cluster of 12 separate species, C5H35N2O12 in total at a distorted geometry (ωB97M-V/def2-TZVPD).

Summary:
net charge	+1
orbital gap	0.37267	Ha
DFT total energy	-1223.69443	hartree

Element x y z (Å)
O  0.26  0.49  0.02
C  -0.94  0.72  -0.09
N  -1.62  0.31  -1.17
C  -3.05  0.37  -1.35
C  -3.34  0.31  -2.85
C  -1.67  1.31  1.15
N  -0.63  1.48  2.15
C  -1.14  1.65  3.53
H  -1.09  -0.24  -1.83
H  -3.49  -0.52  -0.95
H  -3.54  1.26  -0.97
H  -3.18  1.32  -3.23
H  -4.43  0.23  -2.99
H  -2.94  -0.49  -3.46
H  -2.26  2.14  0.77
H  -2.36  0.51  1.44
H  -0.17  0.57  2.22
H  0.07  2.25  1.99
H  -2.14  1.21  3.65
H  -1.30  2.66  3.84
H  -0.67  1.07  4.32
H  0.71  1.31  -2.39
H  2.10  1.27  -3.07
O  1.20  1.60  -3.17
H  2.04  2.02  2.29
H  1.93  2.87  1.02
O  1.52  2.76  1.88
H  -0.28  -5.13  -1.86
H  0.19  -4.06  -2.77
O  0.23  -5.03  -2.68
H  1.97  -1.21  -1.24
H  3.00  -2.31  -1.07
O  2.90  -1.31  -1.02
H  3.28  -1.47  0.71
H  4.51  -0.86  1.27
O  3.69  -1.26  1.58
H  -1.39  3.34  -1.77
H  0.18  3.62  -1.93
O  -0.50  3.18  -1.43
H  2.81  -4.16  -1.35
H  3.58  -4.34  0.07
O  2.86  -3.92  -0.42
H  2.94  -0.03  2.45
H  3.54  0.96  3.55
O  2.71  0.62  3.18
H  0.92  -0.58  3.24
H  0.74  -1.81  2.36
O  0.27  -1.21  2.94
H  -0.14  -1.26  -4.31
H  -0.65  0.16  -4.07
O  -0.77  -0.75  -3.77
H  -4.78  -0.98  1.61
H  -4.86  0.54  1.76
O  -4.24  -0.19  1.65

Results of the natural (NBO) charge analysis, in e, for atoms 1 through 8: number 1, O, carries -0.70; number 2, C, carries 0.71; number 3, N, carries -0.62; number 4, C, carries -0.22; number 5, C, carries -0.63; number 6, C, carries -0.35; number 7, N, carries -0.56; number 8, C, carries -0.45

***

[3]
Entry from OMol25: a cluster of 8 separate species, C63H59F8NO5S3 in total at a distorted geometry (ωB97M-V/def2-TZVPD).

Summary:
SMILES string	CCOC[C@H]1OS(=O)(=O)O[C@@]1(F)CCCSC(=S)N(c1ccccc1)c1ccccc1.Fc1ccccc1.Fc1ccccc1.Fc1ccccc1.Fc1ccccc1.Fc1ccccc1.Fc1ccccc1.Fc1ccccc1
orbital gap	0.29214	Ha
DFT total energy	-4860.43885	hartree

Element x y z (Å)
C  -0.85  -4.60  3.70
C  0.15  -5.22  2.73
O  0.86  -4.24  1.98
C  2.09  -4.73  1.48
C  2.47  -4.05  0.16
O  1.81  -4.86  -0.86
S  0.42  -4.22  -1.29
O  -0.66  -4.71  -0.53
O  0.23  -4.12  -2.69
O  0.77  -2.71  -0.79
C  1.97  -2.62  -0.11
F  2.90  -2.16  -1.09
C  2.10  -1.57  0.97
C  1.67  -0.18  0.41
C  0.57  0.57  1.23
S  -0.99  0.65  0.29
C  -1.97  -0.64  0.97
S  -1.27  -1.96  1.63
N  -3.42  -0.53  0.93
C  -4.00  -1.31  -0.12
C  -5.38  -1.36  -0.27
C  -5.98  -2.09  -1.25
C  -5.23  -2.80  -2.18
C  -3.87  -2.72  -2.05
C  -3.26  -2.02  -1.04
C  -3.92  -0.84  2.25
C  -4.56  -2.00  2.61
C  -4.99  -2.18  3.91
C  -4.75  -1.22  4.86
C  -4.07  -0.06  4.53
C  -3.69  0.11  3.22
H  -1.15  -5.39  4.40
H  -1.75  -4.23  3.21
H  -0.40  -3.74  4.21
H  0.89  -5.79  3.32
H  -0.36  -5.92  2.05
H  2.85  -4.61  2.27
H  1.95  -5.80  1.25
H  3.54  -4.18  0.04
H  3.17  -1.51  1.20
H  1.60  -1.83  1.90
H  2.55  0.47  0.41
H  1.31  -0.30  -0.61
H  0.40  0.16  2.23
H  0.91  1.60  1.36
H  -6.00  -0.81  0.43
H  -7.07  -2.14  -1.35
H  -5.71  -3.38  -2.96
H  -3.26  -3.25  -2.79
H  -2.18  -2.02  -1.04
H  -4.76  -2.77  1.87
H  -5.52  -3.08  4.20
H  -5.06  -1.37  5.89
H  -3.84  0.70  5.27
H  -3.15  1.02  2.95
F  3.28  -2.48  -8.12
C  2.08  -2.97  -7.73
C  1.89  -3.26  -6.39
C  0.66  -3.75  -5.98
C  -0.35  -3.96  -6.92
C  -0.13  -3.67  -8.26
C  1.09  -3.16  -8.67
H  2.69  -3.10  -5.68
H  0.49  -3.98  -4.94
H  -1.31  -4.35  -6.60
H  -0.92  -3.83  -8.98
H  1.28  -2.92  -9.70
F  2.70  2.81  -1.22
C  2.29  2.47  -2.46
C  1.05  1.90  -2.63
C  0.63  1.56  -3.91
C  1.47  1.77  -5.00
C  2.73  2.33  -4.80
C  3.14  2.69  -3.53
H  0.41  1.73  -1.78
H  -0.35  1.12  -4.06
H  1.15  1.49  -5.99
H  3.38  2.49  -5.65
H  4.11  3.13  -3.36
F  1.29  3.06  -8.05
C  2.28  3.34  -8.93
C  2.34  2.63  -10.12
C  3.35  2.92  -11.02
C  4.29  3.90  -10.73
C  4.21  4.60  -9.53
C  3.20  4.32  -8.62
H  1.60  1.87  -10.32
H  3.40  2.38  -11.96
H  5.08  4.12  -11.43
H  4.95  5.36  -9.29
H  3.12  4.86  -7.68
F  0.94  3.84  2.14
C  1.78  4.89  2.03
C  2.40  5.14  0.82
C  3.25  6.23  0.72
C  3.49  7.04  1.82
C  2.87  6.77  3.03
C  2.00  5.69  3.14
H  2.21  4.50  -0.02
H  3.74  6.44  -0.23
H  4.17  7.88  1.74
H  3.06  7.40  3.89
H  1.50  5.47  4.07
F  -3.10  1.24  -1.98
C  -3.59  2.48  -2.20
C  -3.34  3.10  -3.41
C  -3.84  4.37  -3.63
C  -4.59  5.01  -2.64
C  -4.83  4.37  -1.43
C  -4.33  3.09  -1.21
H  -2.75  2.59  -4.16
H  -3.66  4.87  -4.57
H  -4.98  6.00  -2.82
H  -5.41  4.86  -0.66
H  -4.52  2.57  -0.28
F  5.82  7.59  6.92
C  5.01  6.59  7.33
C  4.36  6.71  8.54
C  3.53  5.68  8.96
C  3.37  4.55  8.17
C  4.03  4.45  6.96
C  4.85  5.48  6.53
H  4.51  7.59  9.15
H  3.01  5.76  9.91
H  2.72  3.75  8.51
H  3.90  3.57  6.34
H  5.37  5.42  5.58
F  -0.44  -5.77  6.87
C  -1.46  -6.30  7.59
C  -2.73  -6.30  7.05
C  -3.77  -6.85  7.79
C  -3.52  -7.37  9.06
C  -2.24  -7.35  9.58
C  -1.19  -6.82  8.84
H  -2.90  -5.88  6.07
H  -4.77  -6.87  7.38
H  -4.33  -7.80  9.63
H  -2.04  -7.76  10.56
H  -0.18  -6.80  9.23

Results of the Löwdin charge analysis, in e, for atoms 1 through 8: number 1, C, carries -0.09; number 2, C, carries -0.26; number 3, O, carries -0.21; number 4, C, carries -0.14; number 5, C, carries -0.16; number 6, O, carries -0.14; number 7, S, carries 0.62; number 8, O, carries -0.20

***

[4]
Entry from OMol25: an isolated molecule of C17H20N6O2S at a distorted geometry (ωB97M-V/def2-TZVPD).

Summary:
SMILES string	CCCCn1c(SCC(=O)Nc2cc(C)on2)nnc1-c1ccncc1
orbital gap	0.34176	Ha
DFT total energy	-1536.99537	hartree

Element x y z (Å)
C  -4.06  -3.16  0.12
C  -2.76  -2.38  -0.03
C  -2.95  -1.14  -0.89
H  -3.31  -1.43  -1.88
H  -3.70  -0.49  -0.44
C  -1.64  -0.36  -1.08
N  -1.15  0.13  0.17
C  -1.75  1.08  0.94
N  -1.13  1.22  2.08
N  -0.11  0.36  2.09
C  -0.11  -0.29  0.96
C  0.93  -1.25  0.61
C  1.41  -2.12  1.58
C  2.44  -2.98  1.24
N  3.00  -3.02  0.04
C  2.55  -2.18  -0.88
C  1.52  -1.28  -0.65
H  1.23  -0.59  -1.43
H  3.04  -2.24  -1.84
H  2.85  -3.67  1.97
H  0.99  -2.11  2.57
S  -3.04  2.11  0.36
C  -2.04  3.64  0.23
C  -0.69  3.22  -0.33
O  -0.56  2.84  -1.47
N  0.32  3.26  0.59
C  1.57  2.71  0.40
N  2.42  2.67  1.40
O  3.53  2.05  0.95
C  3.36  1.70  -0.33
C  2.13  2.10  -0.75
H  1.67  2.01  -1.72
C  4.46  0.99  -1.02
H  5.41  1.47  -0.81
H  4.29  0.97  -2.09
H  4.52  -0.04  -0.65
H  0.13  3.52  1.54
H  -2.57  4.28  -0.47
H  -1.98  4.10  1.22
H  -0.89  -1.02  -1.52
H  -1.80  0.50  -1.74
H  -2.41  -2.09  0.97
H  -1.99  -3.02  -0.47
H  -4.42  -3.49  -0.86
H  -4.82  -2.54  0.58
H  -3.91  -4.04  0.74

Results of the natural (NBO) charge analysis, in e, for atoms 1 through 8: number 1, C, carries -0.60; number 2, C, carries -0.40; number 3, C, carries -0.40; number 4, H, carries 0.21; number 5, H, carries 0.21; number 6, C, carries -0.22; number 7, N, carries -0.36; number 8, C, carries 0.14